Entry 1:
Below is the molecule C5H9NO5S, with properties calculated with wB97M-V/def2-TZVPD.

Geometry as XYZ:
```
21
Properties=species:S:1:pos:R:3:lowdin_charge:R:1
C 1.0509 -1.3555 0.1576 -0.4242
C -0.3448 0.6864 1.7280 -0.1186
C -1.0474 -0.5391 1.2476 -0.1095
C 0.3824 1.1642 0.3945 -0.0710
C 1.7428 -1.6218 -1.1197 0.0475
N -0.3103 -0.9067 -0.0102 -0.2173
O -1.9480 1.2567 -1.0652 -0.1692
O 1.4069 -1.5823 1.3094 0.1038
O -0.7691 3.2418 -0.4091 -0.2697
O 0.3040 1.6803 -2.1091 -0.2747
O -1.0474 -1.0751 -1.0052 -0.0188
S -0.4937 1.9295 -0.9508 0.5976
H -0.9713 1.4388 1.9931 0.0777
H 0.4508 0.5392 2.4516 0.1172
H -1.1300 -1.4016 1.9872 0.1539
H -2.0775 -0.3979 1.0332 0.1121
H 1.3845 1.3776 0.1875 0.0829
H 2.6692 -2.0201 -0.9010 0.0720
H 1.2047 -2.3398 -1.6309 0.0703
H 1.6396 -0.5837 -1.5945 0.1277
H -2.0963 0.5091 -1.6939 0.1102
```

E_HOMO (spin up / spin down) ... -9.14 / -9.36 eV
Charge ... 0
ΔE to the lowest compared entry with this formula, charge and spin ... 80.2 kcal per mole
E_tot ... -27888.529 eV

=====

Entry 2:
Below is a structure of composition C5H20HfN15O20, with properties calculated with wB97M-V/def2-TZVPD.

Geometry as XYZ:
```
61
Properties=species:S:1:pos:R:3:lowdin_charge:R:1
Hf 28.6011 4.6841 0.7892 2.2293
N 31.1166 6.8235 -0.5786 -0.5097
O 32.0204 7.5010 -0.0900 0.0529
O 30.1237 6.5296 0.1753 -0.1467
O 31.1039 6.4658 -1.7653 -0.0521
N 32.3936 3.7727 0.3499 -0.5473
O 32.7540 4.0175 -0.8166 -0.0409
O 33.1754 3.2263 1.1510 -0.0344
O 31.2240 4.0683 0.7290 -0.1388
N 26.5313 3.2445 3.3153 -0.5263
O 25.3102 3.4545 3.2023 0.0135
O 26.9981 2.5214 4.2092 -0.0091
O 27.3339 3.7404 2.4657 -0.1908
N 26.3426 2.5918 -1.1299 -0.5130
O 27.0289 3.2539 -0.3051 -0.1365
O 26.2436 1.3540 -0.9928 -0.0076
O 25.8833 3.1483 -2.1440 -0.0130
N 28.0639 7.3712 3.1199 -0.5416
O 28.0829 6.5107 2.2054 -0.1655
O 29.1362 7.6360 3.6912 -0.0023
O 27.0135 7.9143 3.4454 0.0142
C 29.7851 3.5367 -2.3112 -0.5749
O 29.5000 3.9969 -1.2068 -0.1040
N 28.8531 2.9832 -3.1360 0.2006
N 30.9545 3.8510 -2.9377 0.1814
H 29.2377 2.6888 -4.0115 0.0980
H 27.9043 2.8350 -2.8292 0.0736
H 31.3512 3.3095 -3.6759 0.1021
H 31.4585 4.5173 -2.3514 0.0671
C 29.0960 1.1727 1.2617 -0.5917
O 29.1251 2.4110 1.1247 -0.1011
N 28.1469 0.3820 0.7772 0.2082
N 29.8841 0.6395 2.2205 0.1851
H 28.0953 -0.6060 0.9236 0.1091
H 27.4719 0.8136 0.1429 0.0591
H 30.5264 1.2130 2.7378 0.1006
H 29.6134 -0.2518 2.5912 0.1003
C 25.2372 6.3354 0.6124 -0.6141
O 26.1776 5.5589 0.8051 -0.0736
N 24.6286 6.9495 1.6425 0.1936
N 24.8174 6.7029 -0.6200 0.1861
H 23.9993 7.6903 1.4028 0.0953
H 24.9109 6.7475 2.5866 0.1081
H 24.2398 7.5240 -0.6518 0.0972
H 25.4833 6.5559 -1.3412 0.0528
C 27.7852 6.1991 -2.4299 -0.6113
O 27.8186 5.9621 -1.2300 -0.0539
N 28.7791 6.8353 -3.1172 0.1868
N 26.7409 5.8833 -3.2568 0.1669
H 28.8234 6.8096 -4.1178 0.0952
H 29.6942 6.9033 -2.6779 0.0582
H 26.8146 6.1060 -4.2275 0.0948
H 25.9696 5.3341 -2.9160 0.0800
C 30.4549 4.4955 3.8691 -0.6112
O 29.8355 4.6541 2.8135 -0.0916
N 30.3627 3.3154 4.5301 0.1863
N 31.2080 5.4413 4.4124 0.2074
H 30.4878 3.3255 5.5266 0.1006
H 29.6491 2.6909 4.1819 0.0820
H 31.8282 5.1912 5.1565 0.1075
H 31.0040 6.3807 4.0909 0.1092
```

E_HOMO ... -5.58 eV
Charge ... -1
ΔE to the lowest compared entry with this formula, charge and spin ... 0.0 kcal per mole
E_tot ... -70111.637 eV

=====

Entry 3:
Below is a structure of composition C28H45BrN2NiOP2, with properties calculated with wB97M-V/def2-TZVPD.

Geometry as XYZ:
```
80
Properties=species:S:1:pos:R:3:lowdin_spin:R:1
C -0.4697 7.0238 -6.1204 -0.0001
C -0.5917 5.6585 -6.4917 0.0000
C -0.9629 5.3914 -7.8248 -0.0001
C -1.1879 6.4609 -8.7043 0.0000
N -1.0453 7.7182 -8.3289 -0.0001
C -0.7157 8.0100 -7.0827 0.0000
C -0.4170 4.5255 -5.5694 -0.0001
C -0.3607 3.6332 -4.7272 -0.0003
C -0.5713 2.7677 -3.5872 0.0015
C 0.2603 2.7028 -2.4553 -0.0011
C 0.0386 1.7783 -1.4159 0.0098
C -1.0505 0.8513 -1.4701 0.0226
C -1.8526 0.9146 -2.6397 -0.0016
C -1.6430 1.8839 -3.6385 -0.0010
Ni 0.3050 0.3627 -3.4528 0.9358
P 1.6064 -1.1193 -1.8177 0.0309
H -1.1078 4.3766 -8.1729 0.0000
H -0.2198 7.3307 -5.1087 0.0000
H -1.4960 6.2596 -9.7260 0.0000
H -0.6493 9.0674 -6.8209 0.0000
H -2.3795 2.0799 -4.4067 -0.0002
H 1.0200 3.4856 -2.3792 -0.0002
H -2.8047 0.3991 -2.6212 0.0003
H 0.5710 1.8653 -0.4650 0.0003
C 1.9697 -2.6706 -0.8317 0.0130
C 3.0997 -3.6439 -1.1993 0.0024
H 1.0174 -3.2155 -0.7539 0.0009
H 2.1724 -2.2935 0.1800 0.0003
H 3.1836 -4.4514 -0.4578 0.0006
H 2.9618 -4.1394 -2.1657 0.0001
H 4.0834 -3.1616 -1.2139 0.0000
C 2.1200 -1.4309 -3.5724 -0.0002
C 3.1168 -0.4407 -4.1758 0.0009
H 1.1686 -1.3149 -4.1589 0.0006
H 2.4679 -2.4742 -3.6329 -0.0001
H 3.0828 -0.5681 -5.2706 -0.0001
H 2.8229 0.6065 -3.9768 0.0003
H 4.1540 -0.5984 -3.8446 0.0000
C 2.8656 -0.0329 -1.1102 0.0030
C 4.3132 -0.4918 -0.8832 0.0011
H 2.4299 0.2539 -0.1431 0.0003
H 2.8787 0.8905 -1.7063 -0.0004
H 4.9336 0.3652 -0.5821 0.0002
H 4.4060 -1.2309 -0.0806 0.0000
H 4.7875 -0.9033 -1.7824 0.0000
Br -1.4255 -0.3521 -0.0503 0.0056
P -2.4127 -3.2003 -3.9563 0.6045
C -0.5896 -3.4412 -3.9144 0.0927
C -0.1954 -4.9012 -4.1760 0.0132
H -0.2466 -3.1128 -2.9181 0.0148
H -0.1817 -2.7715 -4.6849 0.0011
H 0.8829 -4.9533 -4.3775 -0.0003
H -0.3865 -5.5396 -3.3027 0.0003
H -0.7267 -5.3285 -5.0428 0.0035
C -2.8766 -3.0816 -2.1678 0.0891
C -4.3310 -3.5625 -2.0240 0.0137
H -2.7183 -2.0369 -1.8728 0.0156
H -2.1898 -3.7212 -1.5822 0.0005
H -4.6085 -3.6569 -0.9671 -0.0002
H -5.0406 -2.8691 -2.4969 0.0004
H -4.4468 -4.5536 -2.4951 0.0044
C -2.6775 -1.5164 -4.6374 0.0869
C -2.9718 -1.6583 -6.1416 0.0163
H -1.7636 -0.9239 -4.4749 0.0121
H -3.5089 -1.0273 -4.1156 0.0005
H -3.3474 -0.7106 -6.5602 0.0000
H -2.0503 -1.9181 -6.6959 0.0003
H -3.7315 -2.4417 -6.3247 0.0052
C 3.0152 3.1715 3.3927 0.0000
N 1.7186 2.5110 3.4499 0.0000
C 0.9820 2.4874 4.7194 0.0000
C 1.2254 1.9406 2.3220 0.0000
O 1.8217 1.9814 1.2358 0.0001
H 3.1862 3.6010 4.3798 0.0000
H 3.0032 3.9496 2.6215 0.0000
H 3.7963 2.4450 3.1402 0.0000
H -0.0336 2.9018 4.5802 0.0000
H 0.8772 1.4510 5.0943 0.0000
H 1.5490 3.0939 5.4403 0.0000
H 0.2350 1.4261 2.4693 0.0000
```

E_HOMO (spin up / spin down) ... -13.31 / -13.31 eV
Charge ... +2
Expectation value of S² ... 2.01
ΔE to the lowest compared entry with this formula, charge and spin ... 0.0 kcal per mole
Multiplicity ... 3
E_tot ... -164437.681 eV

=====

Entry 4:
Below is a structure of composition C39H45N5OPb, with properties calculated with wB97M-V/def2-TZVPD.

Geometry as XYZ:
```
91
Properties=species:S:1:pos:R:3:lowdin_charge:R:1
Pb 0.4324 0.0554 1.9206 0.7878
N -1.7728 0.2474 2.5714 -0.1239
N -0.9382 2.5406 0.6844 -0.1365
C 1.4912 -0.7320 -1.7855 -0.2765
C 0.2449 -0.3069 -2.3187 -0.2639
C -0.7598 -1.1884 -1.8451 -0.2656
C -2.2041 -1.0823 -2.1365 -0.0858
H -2.3733 -0.3937 -2.9720 0.0524
H -2.7741 -0.6924 -1.2774 0.0581
H -2.6233 -2.0578 -2.4231 0.0544
C -0.1388 -2.1658 -1.0236 -0.3046
C -0.8061 -3.2939 -0.3369 -0.0964
H -0.8182 -4.2021 -0.9679 0.0597
H -1.8458 -3.0389 -0.0853 0.0525
H -0.2939 -3.5582 0.6013 0.0490
C 1.2545 -1.8870 -0.9904 -0.3351
C 2.2802 -2.6888 -0.2905 -0.1144
H 1.9065 -3.0972 0.6610 0.0444
H 3.1876 -2.1002 -0.0916 0.0586
H 2.5883 -3.5537 -0.9035 0.0575
C -0.0041 0.8390 -3.2143 -0.0970
H -0.7159 0.5625 -4.0075 0.0557
H 0.9188 1.1806 -3.6962 0.0529
H -0.4458 1.6888 -2.6705 0.0580
C 2.8154 -0.1228 -2.0054 -0.0853
H 3.2523 0.2393 -1.0625 0.0611
H 2.7476 0.7301 -2.6893 0.0510
H 3.5271 -0.8417 -2.4411 0.0633
C -2.2346 -0.3941 3.6805 -0.1976
H -1.7743 -1.3405 3.9501 0.0905
C -3.2398 0.1494 4.4779 -0.1280
H -3.4961 -0.3497 5.4190 0.0791
C -3.8887 1.3227 4.0744 -0.1225
H -4.6307 1.7914 4.7212 0.0787
C -3.5540 1.8747 2.8566 -0.0503
H -4.0051 2.7978 2.4800 0.0890
C -2.5179 1.3002 2.0755 -0.3329
C -2.1403 1.8458 0.8250 -0.2218
H -2.6813 1.6433 -0.1149 0.0686
C 0.3543 2.0221 0.8397 -0.3194
C -0.8866 3.8953 0.3215 -0.0626
H -1.7847 4.4726 0.2641 0.0923
C 0.3915 4.1893 0.1319 -0.1352
H 0.8318 5.1067 -0.2129 0.0912
N 1.1447 3.0375 0.3436 -0.0350
C 2.4910 2.9606 -0.1189 -0.1218
C 2.7610 3.4440 -1.4144 -0.1945
C 4.0840 3.4369 -1.8787 -0.0283
H 4.2929 3.8493 -2.8703 0.1050
C 5.1198 2.9530 -1.0769 -0.2942
C 6.5308 2.9773 -1.5765 -0.0787
H 6.9107 1.9552 -1.6867 0.0754
H 7.1970 3.5021 -0.8799 0.0702
H 6.5831 3.4689 -2.5525 0.0642
C 4.8338 2.4980 0.2133 -0.0227
H 5.6524 2.1861 0.8669 0.1102
C 3.5238 2.5097 0.7191 -0.1964
C 3.2877 2.1588 2.1537 -0.1110
H 2.7534 2.9553 2.6880 0.0747
H 4.2626 2.0336 2.6435 0.0610
H 2.7599 1.2034 2.3297 -0.0428
C 1.7154 3.9897 -2.3351 -0.0605
H 1.4037 5.0007 -2.0262 0.0644
H 0.8171 3.3597 -2.4482 0.0696
H 2.1512 4.0918 -3.3424 0.0739
C -4.8238 -5.8226 0.8061 -0.0067
N -4.8214 -4.4250 0.4331 -0.0912
N -4.5492 -3.4619 1.3291 0.0318
C -4.5953 -2.2086 0.7048 -0.4168
O -4.1559 -1.1708 1.2200 0.0471
C -5.0789 -2.5036 -0.6228 0.0461
C -5.1512 -3.8672 -0.7498 -0.2747
C -5.4926 -4.7005 -1.9303 -0.0273
C -4.0775 -3.7706 2.6324 -0.1957
C -2.8889 -4.4931 2.7803 -0.0146
C -2.5234 -4.9274 4.0566 -0.0774
C -3.3285 -4.6168 5.1595 -0.1036
C -4.4742 -3.8334 4.9996 -0.0932
C -4.8355 -3.3798 3.7357 -0.0057
H -3.8036 -6.1755 0.9990 0.0841
H -5.2270 -6.3934 -0.0328 0.0765
H -5.4376 -6.0094 1.6981 0.0991
H -5.2622 -1.7644 -1.3706 0.1078
H -4.9499 -5.6572 -1.9343 0.0740
H -6.5740 -4.8876 -2.0138 0.0831
H -5.2157 -4.1460 -2.8362 0.0875
H -2.2893 -4.7414 1.8986 0.1138
H -1.6128 -5.5263 4.1752 0.1047
H -3.0391 -4.9699 6.1584 0.0970
H -5.1024 -3.5887 5.8543 0.0972
H -5.7293 -2.7860 3.5556 0.1241
```

E_HOMO ... 2.04 eV
Charge ... -2
ΔE to the lowest compared entry with this formula, charge and spin ... 16.8 kcal per mole
E_tot ... -55912.035 eV

=====

Number 1 is which compound? C5H9NO5S